{"formula": "C37H112N8O22", "method": "the ωB97M-V functional and the def2-TZVPD basis", "molar_mass_g_mol": 1021.34, "energy_ha": -3569.8961, "total_charge": 0, "species": ["C", "O", "N", "N", "H", "H", "H", "H", "C", "O", "C", "C", "N", "C", "C", "O", "C", "H", "H", "H", "H", "H", "H", "H", "H", "H", "H", "H", "H", "H", "H", "H", "C", "O", "C", "C", "N", "C", "C", "O", "C", "H", "H", "H", "H", "H", "H", "H", "H", "H", "H", "H", "H", "H", "H", "H", "C", "O", "C", "C", "N", "C", "C", "O", "C", "H", "H", "H", "H", "H", "H", "H", "H", "H", "H", "H", "H", "H", "H", "H", "C", "O", "C", "C", "N", "C", "C", "O", "C", "H", "H", "H", "H", "H", "H", "H", "H", "H", "H", "H", "H", "H", "H", "H", "C", "O", "C", "C", "N", "C", "C", "O", "C", "H", "H", "H", "H", "H", "H", "H", "H", "H", "H", "H", "H", "H", "H", "H", "C", "O", "C", "C", "N", "C", "C", "O", "C", "H", "H", "H", "H", "H", "H", "H", "H", "H", "H", "H", "H", "H", "H", "H", "O", "H", "H", "O", "H", "H", "O", "H", "H", "O", "H", "H", "O", "H", "H", "O", "H", "H", "O", "H", "H", "O", "H", "H", "O", "H", "H"], "positions_angstrom": [[-3.857891, 0.465349, -1.898655], [-3.263478, 1.471888, -2.382245], [-4.431696, -0.515598, -2.743138], [-3.936744, 0.220103, -0.489995], [-5.163135, -1.099812, -2.370026], [-4.465233, -0.454147, -3.732644], [-4.502814, -0.593825, -0.319479], [-3.119970, 0.376577, 0.068384], [3.462662, 0.006895, 1.170218], [3.304808, 0.240411, -0.231603], [2.273512, 1.114445, -0.484249], [0.857539, 0.450599, -0.509383], [0.951061, -0.927151, -0.987526], [-0.342745, -1.658311, -1.035058], [-0.905965, -1.996432, 0.335284], [-1.766844, -1.041922, 0.815716], [-2.263590, -1.428261, 2.051817], [3.666891, 0.961996, 1.685652], [4.316712, -0.664646, 1.260125], [2.598465, -0.458889, 1.666814], [2.412570, 1.578337, -1.462849], [2.265238, 1.855637, 0.317789], [0.194714, 1.085151, -1.104757], [0.636599, 0.469865, 0.564151], [1.158685, -0.810919, -1.990208], [-0.145938, -2.594164, -1.548204], [-1.133525, -1.098516, -1.562774], [-0.123539, -2.258300, 1.067167], [-1.426888, -2.968664, 0.254400], [-2.672526, -0.600225, 2.621397], [-1.424547, -1.803844, 2.653982], [-3.000162, -2.228029, 1.931536], [6.458946, 7.860523, -3.482068], [5.072757, 7.850645, -3.065176], [4.733277, 6.695756, -2.325059], [5.271840, 6.770777, -0.913800], [4.656740, 5.751719, 0.002481], [5.155742, 4.396172, -0.281064], [6.552990, 4.121275, 0.189571], [7.516661, 4.826206, -0.601553], [8.669231, 5.017125, 0.102689], [6.538860, 7.132713, -4.311969], [7.169750, 7.505724, -2.724602], [6.735565, 8.871319, -3.753235], [5.069596, 5.796271, -2.861229], [3.643686, 6.649257, -2.229791], [5.027535, 7.719666, -0.443006], [6.336044, 6.573559, -0.950370], [3.709916, 5.717731, -0.391403], [4.982305, 4.118040, -1.332815], [4.490295, 3.762687, 0.322254], [6.786722, 3.059356, 0.171238], [6.551115, 4.657550, 1.158335], [8.459113, 5.659978, 0.990386], [9.430389, 5.555392, -0.447531], [9.050487, 4.102242, 0.579484], [8.485673, -0.876781, 7.288223], [8.377076, -0.046727, 6.117794], [7.084963, 0.378250, 5.824024], [7.027174, 1.795281, 5.234419], [8.054289, 2.090340, 4.253154], [8.116468, 1.086132, 3.198490], [6.929215, 1.207136, 2.260966], [7.242135, 0.795965, 0.951157], [7.654068, -0.561182, 0.833180], [8.031694, -0.412303, 8.164082], [9.549092, -1.054849, 7.428545], [8.036769, -1.856046, 7.054431], [6.315496, 0.167632, 6.578976], [6.712046, -0.287333, 5.002139], [7.186021, 2.441019, 6.110647], [6.017629, 1.959706, 4.863722], [8.916952, 1.925818, 4.781036], [8.202622, 0.060156, 3.567235], [8.988100, 1.339155, 2.593669], [6.681609, 2.278954, 2.251373], [5.960863, 0.812104, 2.613274], [6.869173, -1.266924, 1.136234], [8.538071, -0.782292, 1.446349], [7.947300, -0.695920, -0.204097], [-7.478687, 9.119432, 0.877778], [-6.946545, 7.945607, 0.323315], [-5.812314, 7.391466, 1.025642], [-5.984227, 5.910394, 1.111549], [-4.852142, 5.348978, 1.840253], [-5.058747, 3.953192, 2.173952], [-3.872999, 3.422872, 2.915273], [-3.020309, 2.697412, 2.021182], [-1.996213, 2.048493, 2.743789], [-6.819025, 9.993868, 0.912228], [-7.899670, 8.943714, 1.891328], [-8.390777, 9.407134, 0.339555], [-5.670508, 7.808222, 2.030858], [-4.893789, 7.646508, 0.464779], [-5.995186, 5.444779, 0.118773], [-6.936111, 5.742318, 1.613826], [-4.091601, 5.339009, 1.160677], [-5.145804, 3.346472, 1.257103], [-5.959957, 3.811803, 2.763879], [-4.224257, 2.714904, 3.694621], [-3.322348, 4.193169, 3.474938], [-1.373538, 1.428567, 2.095715], [-2.484378, 1.409907, 3.489037], [-1.319786, 2.778752, 3.205900], [-1.469292, -7.439657, -11.189783], [-1.551124, -7.213097, -9.813267], [-0.694338, -6.189140, -9.374906], [-1.006167, -5.873781, -7.936728], [0.149607, -5.420023, -7.190360], [-0.218067, -5.057610, -5.845071], [0.847880, -4.274358, -5.190853], [2.084981, -4.902661, -5.486063], [3.136877, -4.219987, -4.907873], [-1.566010, -6.535333, -11.804163], [-2.222573, -8.171921, -11.468086], [-0.488572, -7.895089, -11.438848], [-0.739973, -5.285955, -10.003532], [0.336076, -6.577965, -9.498340], [-1.527063, -6.770765, -7.530673], [-1.788502, -5.105522, -7.832841], [0.720067, -6.266518, -7.150953], [-0.478091, -5.974289, -5.302399], [-1.146800, -4.499755, -5.903948], [0.666963, -4.234261, -4.099627], [0.879357, -3.226697, -5.538005], [3.123951, -4.383601, -3.824553], [3.052458, -3.127201, -5.034583], [4.047300, -4.550833, -5.385541], [-10.990918, -6.409299, 5.582536], [-10.434167, -5.877525, 4.464739], [-9.145614, -6.419330, 4.216049], [-8.328638, -5.489809, 3.337612], [-7.985851, -4.204022, 4.056143], [-7.288168, -3.298541, 3.162200], [-5.824872, -3.141848, 3.468819], [-5.618217, -3.109961, 4.799437], [-4.245101, -3.078914, 5.190321], [-12.044106, -6.130690, 5.650258], [-10.541417, -6.013513, 6.511388], [-10.960007, -7.500673, 5.716256], [-9.191556, -7.420905, 3.751291], [-8.594248, -6.565721, 5.164131], [-8.983767, -5.215272, 2.480450], [-7.450916, -6.001623, 2.943866], [-8.928548, -3.856277, 4.229242], [-7.783527, -2.331260, 3.339058], [-7.472274, -3.500974, 2.099359], [-5.391926, -2.337268, 2.843678], [-5.268267, -3.992120, 2.998655], [-4.271893, -2.980185, 6.276264], [-3.618130, -2.283811, 4.747751], [-3.711347, -4.017046, 4.937129], [-0.168838, -2.877845, 4.819063], [-0.514066, -3.509940, 5.466489], [-0.626806, -2.049218, 5.020686], [-0.712802, 3.398783, -0.097890], [-1.385769, 3.032223, 0.489077], [-1.010813, 4.304321, -0.275713], [-2.756525, -1.956151, -4.875044], [-2.214456, -1.237587, -4.426800], [-3.482307, -1.469905, -5.271101], [5.645259, 0.665335, -1.724094], [6.074031, 0.704609, -0.847849], [4.690143, 0.805874, -1.539389], [-4.699395, -3.542675, 0.029345], [-5.174274, -3.962918, 0.761745], [-4.379060, -4.283363, -0.508966], [1.911137, 4.481283, -1.332680], [1.038073, 4.138688, -1.073160], [2.193951, 3.905206, -2.056908], [-1.172961, 0.368417, -4.092107], [-0.808182, 1.171705, -4.482996], [-1.890458, 0.691641, -3.461443], [-2.783198, -4.613247, -4.123240], [-2.520808, -3.661611, -4.331637], [-3.441130, -4.827346, -4.795409], [2.249101, -3.360488, -0.173596], [2.714089, -2.601638, -0.558426], [1.553293, -2.953138, 0.337952]], "forces_ev_per_a": [[1.03, 1.13, -0.26], [-0.92, -2.64, 1.05], [0.01, 0.72, 2.41], [-1.43, 0.35, -3.51], [0.26, -0.19, 0.18], [0.17, 0.84, -0.38], [0.47, -0.31, 0.62], [0.23, 0.02, -0.05], [0.34, 0.06, -0.26], [0.53, -0.83, 0.88], [-1.64, 0.32, -0.59], [1.23, -0.02, 1.05], [-0.90, 0.43, -1.18], [0.16, 0.66, 0.67], [0.72, -2.04, -0.80], [-0.21, 1.56, 0.12], [0.26, -0.62, 1.01], [0.05, -0.23, -0.14], [-0.04, 0.09, 0.13], [0.00, 0.01, -0.43], [0.48, 0.11, 0.04], [-0.12, 0.57, -0.37], [-0.26, 0.03, 0.34], [-0.97, -0.30, -0.27], [0.40, -0.34, 0.47], [-0.02, -0.05, -0.17], [0.17, -0.12, -0.10], [0.20, 0.57, 0.02], [-0.26, 0.21, -0.17], [-0.31, 0.25, -0.38], [-0.19, -0.21, 0.14], [-0.09, -0.04, 0.11], [-0.82, -1.13, 0.01], [0.90, 0.39, -0.07], [-0.26, 0.19, 0.07], [0.12, -0.87, 0.92], [0.19, 0.24, -1.59], [-1.05, -0.39, -0.21], [-0.15, 1.73, -0.12], [-0.90, -0.64, -1.16], [0.68, 0.70, 2.31], [0.21, 0.57, -0.01], [-0.34, 0.16, 0.20], [-0.15, 0.06, -0.27], [0.01, 0.02, 0.15], [-0.05, 0.16, -0.45], [0.23, 0.35, -0.39], [0.14, 0.44, 0.35], [-0.10, -0.12, 0.88], [0.34, -0.15, 0.11], [0.21, -0.26, -0.19], [0.05, -0.06, 0.40], [0.34, -0.96, 0.28], [0.06, -0.04, -0.25], [0.07, -0.28, -0.53], [0.24, -0.15, -0.52], [0.03, -0.20, -1.30], [0.61, 0.30, 1.33], [-1.58, -1.37, -2.29], [0.17, -0.15, 1.86], [0.50, -0.73, 0.65], [-0.34, -0.04, -0.49], [-0.57, 1.11, 0.34], [-0.22, -0.26, -0.23], [0.32, 0.07, 0.31], [-0.01, -0.03, 0.00], [0.01, 0.17, 0.20], [-0.13, 0.23, 0.36], [0.48, 0.56, 0.51], [0.16, 0.11, 0.29], [-0.11, 0.39, -0.46], [-0.05, 0.11, -0.16], [-0.09, 0.51, -0.23], [0.27, 0.03, 0.08], [0.10, -0.20, -0.02], [0.36, -0.07, -0.51], [0.46, -0.80, 0.06], [-0.06, 0.14, -0.21], [-0.11, 0.17, -0.03], [-0.24, -0.16, -0.07], [-1.23, 0.14, 0.81], [0.59, -0.07, 0.35], [0.02, 1.08, -0.79], [0.25, -0.28, -0.19], [-0.11, 0.15, -0.06], [0.27, -0.06, -0.59], [0.18, -1.18, 0.92], [0.22, 0.34, -0.11], [0.04, 0.09, 0.19], [0.25, -0.28, -0.11], [0.63, -0.02, -0.11], [0.44, -0.16, -0.45], [-0.37, 0.00, -0.09], [-0.24, -0.05, 0.10], [-0.58, 0.23, -0.13], [0.05, -0.38, 0.13], [0.12, 0.24, 0.35], [-0.27, -0.14, 0.19], [-0.13, 0.24, 0.06], [0.15, 0.06, -0.28], [-0.02, 0.09, -0.41], [-0.30, 0.00, -0.27], [0.40, 0.03, 0.24], [-0.17, -0.09, 0.26], [0.84, -0.58, -0.38], [-0.89, 0.38, -0.09], [0.98, -0.12, -0.41], [-1.29, 0.07, 0.46], [0.06, -0.95, -1.11], [-0.93, -0.83, -0.41], [0.67, 0.40, 0.64], [-0.89, -0.03, -0.19], [0.21, 0.70, 0.63], [-0.18, 0.03, 0.21], [-0.19, 0.11, 0.04], [-0.20, 0.21, 0.01], [-0.25, -0.18, -0.02], [-0.04, 0.31, 0.35], [0.52, 0.07, 0.11], [0.22, 0.04, -0.43], [0.50, 0.65, 0.15], [0.10, 0.14, 0.46], [0.04, 0.29, 0.15], [0.16, -0.06, -0.17], [-0.04, -0.23, -0.15], [0.43, -0.12, 0.08], [0.00, -0.14, -0.24], [0.35, -0.15, 0.17], [-1.25, -0.34, 2.60], [1.16, 0.11, -1.56], [1.00, -0.25, 0.26], [-0.83, 1.02, 0.09], [-0.77, -2.11, -0.92], [-1.31, 1.46, 0.53], [0.72, -1.46, -2.88], [1.36, 0.88, 1.64], [-0.07, -0.51, 0.12], [0.00, 0.06, -0.29], [0.17, 0.04, -0.21], [0.21, -0.02, -0.64], [-0.34, 0.28, 0.00], [-0.27, 0.18, -0.12], [0.40, -0.32, 0.06], [0.14, 0.07, 0.22], [0.47, 0.35, 0.25], [0.37, 0.08, -0.14], [0.26, -0.17, -0.05], [-0.26, 0.60, 0.66], [-0.19, -0.28, 0.44], [0.19, 0.08, -0.13], [-0.64, 0.14, 0.00], [-0.46, 0.12, 0.01], [-0.33, 0.09, 0.23], [0.15, 0.17, -0.21], [0.17, -0.24, -0.01], [0.09, 0.47, -0.11], [-0.15, 0.07, -0.08], [-0.06, -0.36, 0.12], [0.93, 1.29, 0.73], [-0.50, -1.00, -0.92], [-0.01, -0.14, -0.28], [-0.40, 0.27, 0.31], [-0.34, 0.12, -0.40], [1.05, -0.37, 0.11], [-0.07, -0.30, 0.09], [0.14, 0.11, -0.23], [-0.05, 0.30, 0.10], [-0.29, -0.24, -0.17], [0.42, -0.03, 0.03], [-0.07, 0.21, 0.20], [-1.06, 0.29, 1.06], [-0.14, -0.17, 0.01], [1.00, 0.03, -0.80], [0.32, 1.28, -0.13], [-0.80, -1.55, 0.30], [0.13, 0.07, 0.09], [0.66, -0.34, -0.16], [-0.34, -0.11, 0.10], [-0.12, 0.24, 0.07]], "mulliken_charge": [0.496, -0.731, -0.222, -0.225, 0.168, 0.186, 0.201, 0.041, -0.537, -0.245, -0.290, -0.746, 0.362, -0.561, -0.882, 0.409, -0.906, 0.288, 0.153, 0.127, 0.241, 0.516, 0.234, 0.005, 0.208, 0.439, -0.061, 0.330, 0.498, 0.024, 0.392, 0.326, -0.628, -0.420, -0.186, -0.381, -0.617, 0.221, -0.833, -0.383, -0.826, 0.269, 0.236, 0.287, 0.325, 0.187, 0.281, 0.199, 0.203, 0.261, 0.070, 0.382, 0.538, 0.375, 0.294, 0.232, -0.796, -0.323, -0.599, -0.744, -0.454, -0.888, -0.022, -0.275, -1.014, 0.326, 0.235, 0.310, 0.586, 0.223, 0.433, 0.283, 0.330, 0.419, 0.429, 0.398, -0.032, 0.320, 0.445, 0.324, -0.739, -0.314, -0.489, -0.528, -0.318, -0.569, -0.746, -0.028, -0.628, 0.297, 0.316, 0.265, 0.395, 0.240, 0.285, 0.281, 0.246, 0.263, 0.465, 0.356, 0.360, -0.054, 0.326, 0.370, -0.714, -0.286, -0.408, -0.619, -0.328, -0.221, -0.344, -0.329, -0.701, 0.300, 0.248, 0.283, 0.292, 0.293, 0.278, 0.320, 0.242, 0.245, 0.090, 0.254, 0.328, 0.281, 0.282, 0.256, -0.787, -0.322, -0.581, -0.639, -0.270, -0.769, -0.128, -0.374, -0.649, 0.270, 0.322, 0.308, 0.373, 0.348, 0.360, 0.372, 0.275, 0.424, 0.263, 0.246, 0.199, 0.343, 0.121, 0.317, -0.631, 0.303, 0.297, -0.525, 0.131, 0.254, -0.622, 0.379, 0.246, -0.786, 0.359, 0.329, -0.564, 0.259, 0.300, -0.521, 0.279, 0.309, -0.675, 0.291, 0.318, -0.628, 0.316, 0.304, -0.730, 0.329, 0.330]}


{"formula": "C2H4ClN5", "method": "the ωB97M-V functional and the def2-TZVPD basis", "molar_mass_g_mol": 133.54, "smiles": "NNc1n[nH]nc1Cl", "total_charge": 0, "e_above_lowest_ev": 0.2465, "species": ["N", "N", "C", "N", "N", "N", "C", "Cl", "H", "H", "H", "H"], "positions_angstrom": [[2.072749, -0.399255, 0.315528], [0.951437, -0.759199, -0.401750], [-0.261637, -0.163341, -0.179508], [-1.446457, -0.779193, -0.105836], [-2.283426, 0.192177, 0.078018], [-1.790883, 1.411817, 0.138787], [-0.500152, 1.222067, -0.144312], [0.642758, 2.454126, -0.119834], [2.912666, -0.662516, -0.210920], [2.095636, -0.767180, 1.274643], [0.897129, -1.723293, -0.751631], [-3.289815, -0.026209, 0.106810]], "forces_ev_per_a": [[0.98, 0.27, 0.71], [-0.56, -1.93, -1.42], [-0.01, 0.57, -0.58], [1.73, -0.94, 0.04], [-1.86, 0.48, 0.23], [0.06, 0.15, -0.81], [-0.94, -0.53, 1.45], [0.25, 0.62, -0.16], [-0.59, 0.31, 0.47], [0.02, -0.16, -0.60], [-0.08, 0.56, 0.58], [0.99, 0.60, 0.09]], "mulliken_charge": [-0.476, -0.141, 0.324, -0.663, 0.410, -0.603, 0.345, -0.154, 0.222, 0.214, 0.257, 0.266]}